[1]
Density functional theory data (ωB97M-V/def2-TZVPD) for a structure of composition C32H31BN5PTeTi.

Geometry as XYZ:
```
72
Properties=species:S:1:pos:R:3:forces:R:3:mulliken_charge:R:1
Ti 1.2613 1.1094 0.4985 -0.51 -0.71 0.19 0.9742
B 2.2480 3.2234 1.5181 0.00 0.07 0.08 0.3937
N 3.5002 2.5872 0.8887 0.02 -0.01 0.06 -0.2426
C 4.7669 2.9358 0.6931 0.02 -0.02 -0.03 -0.1676
C 5.4100 1.9005 0.0162 0.00 0.03 0.01 -1.0893
C 4.4411 0.9352 -0.1727 -0.07 -0.06 -0.01 -0.1613
N 3.2766 1.3507 0.3606 0.11 0.11 0.16 0.1715
N 1.2654 3.6713 0.3802 0.14 0.15 -0.17 -0.0779
C 0.8261 4.8894 0.0590 -0.03 -0.04 0.01 -0.1645
C 0.0403 4.8041 -1.0839 -0.01 0.02 0.01 -0.9901
C 0.0429 3.4635 -1.4225 -0.01 -0.05 -0.07 -0.2734
N 0.7889 2.7712 -0.5497 -0.07 0.00 0.20 0.0651
H 2.4570 4.1088 2.2787 -0.03 0.00 0.00 -0.0387
H 1.6957 2.2543 2.1296 0.05 0.21 -0.13 0.0229
H 5.1432 3.8815 1.0477 0.00 0.00 0.00 0.4927
H 6.4409 1.8634 -0.2869 0.01 0.00 0.00 0.4585
H 4.5099 -0.0264 -0.6548 0.00 -0.01 -0.01 0.5296
H 1.0995 5.7416 0.6598 0.02 0.01 -0.01 0.4889
H -0.4550 5.6090 -1.5970 0.00 0.01 0.00 0.4679
H -0.4408 2.9599 -2.2446 0.00 0.01 0.02 0.5256
C -1.7810 3.0923 2.1541 0.03 0.01 -0.03 -0.5032
Te -1.1615 1.0545 2.0085 0.21 -0.06 0.14 0.1573
C -2.4624 0.9743 0.3200 0.05 0.13 -0.07 -0.2344
C -3.4436 2.0980 0.5590 0.05 0.00 0.04 0.4040
C -4.6710 2.1170 -0.0931 -0.02 0.03 -0.03 -0.7173
C -5.5622 3.1543 0.1311 0.02 -0.01 0.00 -0.6475
C -5.2344 4.1727 1.0161 0.01 -0.01 0.00 -0.5946
C -4.0170 4.1534 1.6774 -0.01 0.01 -0.01 -0.8645
C -3.1159 3.1197 1.4500 0.00 -0.05 -0.04 0.4095
H -1.0378 3.7196 1.6660 -0.01 0.04 0.02 0.0579
H -1.8466 3.3692 3.2035 -0.02 -0.01 0.01 0.6500
H -2.9337 -0.0026 0.2889 -0.04 -0.11 0.01 0.2245
H -1.8628 1.1083 -0.5836 -0.09 -0.02 0.03 0.3583
H -4.9342 1.3148 -0.7712 0.00 -0.01 -0.01 0.5020
H -6.5188 3.1610 -0.3727 -0.01 0.00 0.00 0.4323
H -5.9352 4.9744 1.2036 -0.01 0.01 0.00 0.4267
H -3.7721 4.9386 2.3813 0.01 0.01 0.01 0.4902
N 0.8921 -0.4840 0.0269 0.08 -0.11 -0.41 -0.1089
P 0.5485 -2.0622 -0.3186 0.06 0.23 0.01 0.9646
C 1.6118 -3.1327 0.6339 -0.01 -0.01 0.07 0.5795
C 1.2376 -4.4650 0.8204 0.01 0.01 0.03 -0.4024
C 2.0827 -5.3268 1.4992 0.01 0.01 -0.01 -0.8057
C 3.2933 -4.8624 1.9961 0.00 -0.03 0.01 -0.5287
C 3.6638 -3.5372 1.8185 0.00 0.04 -0.02 -0.7569
C 2.8260 -2.6695 1.1354 0.04 0.00 -0.03 -0.2661
C -1.1434 -2.4422 0.1052 -0.08 0.01 -0.01 0.5735
C -2.1267 -2.5586 -0.8782 0.02 0.04 0.05 -0.5745
C -3.4416 -2.8017 -0.5063 0.02 0.03 -0.01 -0.8382
C -3.7747 -2.9104 0.8365 -0.02 -0.01 0.01 -0.5253
C -2.7961 -2.7991 1.8182 0.02 -0.02 0.01 -0.8010
C -1.4776 -2.5798 1.4561 -0.03 0.06 -0.01 -0.6153
C 0.7941 -2.3157 -2.0684 0.06 0.00 -0.09 0.4701
C 1.2251 -1.2788 -2.8917 -0.02 0.06 0.02 -0.4088
C 1.4373 -1.5136 -4.2422 0.00 0.01 0.00 -0.7756
C 1.2218 -2.7781 -4.7683 0.00 0.00 -0.01 -0.5473
C 0.7908 -3.8153 -3.9503 0.00 0.01 0.03 -0.7809
C 0.5782 -3.5897 -2.6014 0.03 0.05 -0.02 -0.1795
H 0.2855 -4.8287 0.4548 -0.02 0.00 0.00 0.3845
H 1.7942 -6.3582 1.6468 0.00 -0.01 0.00 0.4407
H 3.9493 -5.5376 2.5287 0.00 0.00 0.00 0.4234
H 4.6057 -3.1808 2.2125 0.00 0.01 0.00 0.4499
H 3.1187 -1.6362 0.9924 -0.02 -0.01 0.01 0.2525
H -1.8688 -2.4752 -1.9257 0.01 0.03 -0.01 0.4150
H -4.2036 -2.9122 -1.2656 0.00 0.00 -0.01 0.4776
H -4.8006 -3.1022 1.1216 -0.01 0.00 0.00 0.4480
H -3.0591 -2.9061 2.8617 0.00 0.00 0.01 0.4782
H -0.7089 -2.5319 2.2190 0.01 0.01 0.00 0.5878
H 1.3923 -0.2890 -2.4817 0.00 -0.07 -0.02 0.3460
H 1.7706 -0.7095 -4.8843 0.00 0.00 0.01 0.4439
H 1.3890 -2.9589 -5.8213 0.00 0.00 -0.01 0.4162
H 0.6230 -4.8000 -4.3639 0.00 -0.01 0.00 0.4414
H 0.2420 -4.4040 -1.9727 0.01 -0.03 0.04 0.3858
```
Positions in Å, forces in eV/Å.

Lowest unoccupied orbital energy: -6.47 eV
Gap between HOMO and LUMO: 7.38 eV
E: -81500.631 eV
Max |F|: 0.0174 hartree/bohr
HOMO: -13.85 eV
Net charge: +2

=====

[2]
Density functional theory data (ωB97M-V/def2-TZVPD) for a cluster of 2 separate species, C30H50Cl2N2O3PS in total in a non-equilibrium geometry.

Geometry as XYZ:
```
89
Properties=species:S:1:pos:R:3:forces:R:3:mulliken_charge:R:1
C -0.1651 4.0837 -0.7678 0.49 -1.28 -0.25 0.6043
C 0.2344 3.4933 -1.7698 -0.43 -0.98 0.49 -1.1876
C 0.5655 2.4846 -2.9462 -0.58 2.18 0.37 -0.6439
C -0.4029 1.2248 -2.9470 -0.27 0.02 -0.65 -0.4764
C 0.3272 -0.1932 -3.0459 -1.57 1.05 0.34 -1.4129
C 0.6122 -0.8844 -1.6192 3.75 1.00 -0.75 1.9490
C 1.5808 -2.1257 -1.9339 0.18 -1.53 0.17 -0.5542
C 1.5926 -2.6532 -3.4294 0.73 -0.22 -0.82 -1.0191
C 2.3060 -4.1000 -3.5699 -0.42 1.39 0.21 -0.2770
Cl 1.3508 -5.0370 -4.8383 0.84 0.35 0.98 -0.2062
C 1.2938 0.1700 -0.6009 -1.16 -0.45 1.29 -0.1308
P 3.0892 0.6639 -0.7744 0.96 0.39 -0.47 0.2135
S 3.8634 0.5121 -2.5533 -0.12 -0.19 -0.34 -0.3279
C 0.8253 -0.3058 0.9023 1.71 2.94 0.36 1.6227
C 1.1525 1.0718 1.6551 -2.32 0.28 0.86 -1.5247
C 1.0358 2.1174 2.2951 0.19 -1.10 -0.63 -0.8165
C 1.7282 -1.2821 1.7535 0.33 -0.77 0.12 -1.7405
C 1.7955 -2.8201 1.3797 1.29 -0.74 0.77 -0.7778
C 3.2343 -3.1936 0.7355 -0.11 0.38 0.89 -0.1049
C 4.3199 -3.5120 1.8690 0.54 0.19 -0.37 -0.9606
N 4.8234 -2.2641 2.5227 -0.74 -0.34 -0.21 -0.4639
C -0.7463 -0.6277 0.6208 1.08 0.39 4.25 1.3745
C -1.3447 -1.5864 1.7601 0.15 -1.67 -0.03 -1.6788
C -1.2027 -1.0200 3.2366 -0.82 0.07 0.61 -0.9564
C -1.0951 -2.1991 4.3254 -0.65 0.39 -1.07 -0.5533
Cl -0.5876 -1.4528 5.9138 -0.18 -0.67 -1.01 -0.1873
C -1.6310 0.6812 0.7781 0.16 1.30 -1.78 -0.3142
C -3.1967 0.5865 0.6244 -0.48 0.50 0.57 -1.4001
C -3.8419 -0.4065 -0.4111 -2.68 0.38 0.47 0.5100
C -5.3467 0.0549 -0.6196 0.27 0.43 -0.26 -1.1564
C -6.4556 0.5373 -0.8164 0.90 -0.50 -0.06 0.1285
N -0.6238 -1.2166 -0.7831 -3.65 0.47 -2.33 1.2474
C -1.2861 -2.5483 -1.0305 -0.10 -2.01 -0.03 -1.1398
O -1.5053 -2.7610 -2.4570 0.20 2.26 1.98 -0.0687
O -1.5984 -4.1189 -2.5918 0.01 -2.37 -0.19 -0.3759
H -0.4995 4.4328 0.2511 0.48 -0.35 -1.90 0.3001
H 1.6701 2.2541 -2.9540 -1.21 0.01 0.18 0.1940
H 0.3676 3.0854 -3.8983 0.38 -0.89 1.20 0.5497
H -1.0452 1.3172 -3.8881 0.79 -0.16 1.35 0.5607
H -1.1289 1.3035 -2.0818 0.76 -0.11 -0.85 0.0891
H -0.3807 -0.8340 -3.6725 1.30 0.55 0.91 0.5011
H 1.2992 0.0212 -3.6028 -1.16 -0.83 1.03 0.4027
H 2.6741 -1.9100 -1.6856 -1.66 0.16 -0.23 0.2090
H 1.3500 -3.0491 -1.2977 0.04 1.42 -0.64 -0.2510
H 2.1983 -1.9390 -4.0822 -0.84 -0.85 0.91 0.2896
H 0.5887 -2.7592 -3.9255 0.93 0.20 0.91 0.4853
H 2.2824 -4.6264 -2.5670 0.08 0.27 -1.44 0.1708
H 3.3547 -3.9535 -3.9650 -1.25 -0.51 0.60 0.3538
H 0.7895 1.2019 -0.5939 0.50 -1.42 -0.76 -0.6012
H 3.1878 2.0503 -0.3849 -0.53 -0.98 0.32 0.1644
H 3.9770 -0.0299 0.1296 -1.07 0.40 -0.01 0.1955
H 0.9054 3.0525 2.8891 0.44 -1.36 -0.93 0.4318
H 1.4622 -1.2067 2.8615 0.11 0.15 -1.62 0.5631
H 2.7984 -0.8857 1.7044 -1.53 -0.51 0.14 1.1329
H 1.7898 -3.3976 2.3700 -0.26 0.74 -1.31 0.6277
H 0.9286 -3.2370 0.7898 0.97 0.66 0.45 0.0352
H 3.1621 -4.0763 0.0344 0.10 1.05 0.64 0.1359
H 3.6119 -2.2566 0.2123 -0.36 -1.40 0.24 -0.0718
H 3.8766 -4.1521 2.6893 0.49 0.49 -1.11 0.4332
H 5.2293 -4.0209 1.4011 -1.47 0.13 0.47 0.3121
H 5.0687 -2.4316 3.5009 0.16 0.19 -0.67 0.2104
H 5.5944 -1.8461 1.9979 -0.23 -0.36 0.51 0.2027
H -2.4542 -1.8163 1.6050 1.48 0.56 -0.06 0.5455
H -0.8628 -2.6260 1.7605 -0.39 1.45 -0.20 0.5368
H -2.1767 -0.4793 3.4839 1.34 -0.49 -0.26 0.4030
H -0.3771 -0.2688 3.3960 -0.77 -0.97 -0.38 0.3707
H -0.4015 -3.0352 3.9859 -0.62 1.23 0.73 0.2664
H -2.1328 -2.6301 4.4738 1.35 0.40 -0.05 0.4256
H -1.2490 1.4299 -0.0040 -0.51 -0.84 1.04 -0.2300
H -1.4726 1.2256 1.7684 0.28 -1.24 -1.31 0.4450
H -3.5839 1.6359 0.3886 0.70 -1.38 0.28 0.6074
H -3.6391 0.3525 1.6534 0.48 0.16 -1.45 0.3208
H -3.9371 -1.4296 0.0799 0.39 1.09 -1.02 0.1189
H -3.4008 -0.4377 -1.4509 -0.23 -0.06 1.15 0.1100
H -7.4645 0.9518 -1.0623 1.62 -0.70 0.51 0.4075
H -1.3197 -0.6070 -1.2749 0.40 -0.22 0.18 0.0827
H -0.6705 -3.4242 -0.6717 -0.33 1.26 -0.29 0.7314
H -2.3057 -2.6364 -0.5557 1.21 0.70 -0.11 0.5104
H -2.2906 -4.4644 -1.9796 0.09 0.61 -0.55 0.3599
C -1.2342 7.2565 0.1123 0.05 -0.34 -0.05 -0.3445
C -2.1234 6.8931 1.2707 -0.14 -0.34 0.13 0.8571
O -2.3518 5.7294 1.5477 0.22 0.23 -0.10 -0.5309
C -2.7175 8.0207 2.0716 -0.20 -0.30 0.23 -1.2099
H -0.8839 6.3418 -0.3659 -0.07 0.32 -0.03 -0.2248
H -1.7933 7.8437 -0.6187 0.12 0.15 0.08 0.3397
H -0.3706 7.8215 0.4693 -0.11 0.17 -0.10 0.3067
H -3.3450 8.6422 1.4299 0.17 0.14 0.02 0.3340
H -1.9209 8.6209 2.5157 -0.06 0.14 -0.16 0.3241
H -3.3343 7.6100 2.8724 0.07 0.03 -0.09 0.3158
```
Positions in Å, forces in eV/Å.

Lowest unoccupied orbital energy: -2.41 eV
Gap between HOMO and LUMO: 8.90 eV
E: -86192.985 eV
Max |F|: 0.0856 hartree/bohr
HOMO: -11.31 eV
Net charge: +1

=====

[3]
Density functional theory data (ωB97M-V/def2-TZVPD) for a cluster of 2 separate species, C2H7OPS in total in a non-equilibrium geometry.

Geometry as XYZ:
```
12
Properties=species:S:1:pos:R:3:forces:R:3:mulliken_charge:R:1
O 1.3551 -0.1624 -0.5607 1.00 -0.02 0.48 -0.5212
P 1.3034 0.1130 0.8983 3.39 -1.30 -0.10 0.3193
H 0.6108 1.1362 1.4091 -1.69 0.94 0.45 0.0962
H 1.1457 -1.0188 1.7141 -0.08 0.38 0.12 0.0945
H 2.5300 0.6293 1.4611 -0.25 -0.32 -0.46 0.0536
C -0.7433 0.4037 -1.4087 -1.02 1.20 -0.74 -0.4971
C -1.3103 0.3018 -0.2275 -1.01 1.40 0.83 -0.3310
S -1.2666 -1.2296 0.5457 -1.97 -0.37 2.56 -0.2150
H -0.4120 1.2325 -2.0188 -0.49 0.45 0.46 0.2256
H -0.6729 -0.5175 -1.8992 0.77 -1.14 -0.82 0.2161
H -1.6706 1.0366 0.5263 0.53 -0.04 -1.10 0.4218
H -0.8695 -1.9250 -0.4395 0.82 -1.18 -1.68 0.1373
```
Positions in Å, forces in eV/Å.

Lowest unoccupied orbital energy: 0.74 eV
ΔE to the lowest compared entry with this formula, charge and spin: 85.0 kcal/mol
Gap between HOMO and LUMO: 8.96 eV
SMILES string: O=[PH3].C=CS
E: -24356.384 eV
Max |F|: 0.0707 hartree/bohr
HOMO: -8.22 eV
Net charge: 0